Entry 1:
{"formula": "C3H7PS2", "method": "ωB97M-V with the def2-TZVPD basis set", "elements": ["C", "C", "C", "P", "S", "S", "H", "H", "H", "H", "H", "H", "H"], "xyz": [[0.922, -0.519, -1.017], [-0.326, -1.211, -1.320], [-0.054, 1.134, 2.092], [-1.073, 1.414, 0.057], [0.685, 1.291, -1.089], [-1.744, -0.516, -0.318], [1.188, -0.950, -0.091], [1.623, -0.880, -1.754], [-0.783, -1.077, -2.224], [-0.387, -2.283, -1.116], [-0.394, 2.128, 2.557], [1.001, 1.189, 1.752], [-0.659, 0.281, 2.470]], "lowdin_charge": [-0.62, -0.58, -0.24, 0.31, 0.47, 0.43, 0.06, 0.08, 0.02, 0.08, 0.01, -0.01, -0.01], "energy_ev": -34182.889, "relative_energy_kcal_mol": 1.34, "gap_ev": 8.69, "multiplicity": 1, "charge": 0}

Entry 2:
{"formula": "C6H22NO2PS2", "method": "ωB97M-V with the def2-TZVPD basis set", "elements": ["C", "N", "C", "P", "H", "H", "H", "H", "H", "H", "H", "H", "H", "H", "C", "S", "O", "C", "H", "H", "H", "H", "H", "H", "C", "S", "O", "C", "H", "H", "H", "H", "H", "H"], "xyz": [[-1.435, -4.391, -0.429], [-1.886, -3.007, -0.264], [-3.110, -2.722, -1.034], [-4.520, -3.974, -0.812], [-2.110, -5.124, 0.005], [-0.493, -4.487, 0.115], [-1.195, -4.624, -1.479], [-1.162, -2.449, -0.705], [-2.890, -2.598, -2.112], [-3.496, -1.755, -0.677], [-3.859, -4.883, -1.706], [-5.417, -2.997, -1.374], [-4.332, -3.989, 0.608], [-5.626, -4.918, -0.635], [2.629, -1.103, 0.006], [1.023, -0.298, 0.141], [0.123, -0.947, -0.860], [1.548, 1.273, -0.557], [2.524, -2.129, 0.355], [2.957, -1.101, -1.033], [3.349, -0.577, 0.633], [1.945, 1.115, -1.562], [2.304, 1.722, 0.087], [0.682, 1.929, -0.607], [2.750, 5.351, 0.141], [2.978, 4.540, 1.733], [2.462, 3.146, 1.591], [1.715, 5.481, 2.605], [3.420, 4.883, -0.577], [1.718, 5.232, -0.190], [2.999, 6.408, 0.235], [0.752, 5.352, 2.111], [1.997, 6.534, 2.621], [1.656, 5.105, 3.624]], "lowdin_charge": [-0.19, -0.18, -0.49, 0.63, 0.05, 0.07, 0.08, 0.03, 0.07, 0.06, -0.03, -0.03, -0.02, -0.11, -0.27, 0.84, -0.57, -0.28, 0.05, 0.06, 0.05, 0.06, 0.01, 0.05, -0.27, 0.83, -0.57, -0.27, 0.05, 0.06, 0.05, 0.06, 0.05, 0.05], "energy_ev": -43118.176, "relative_energy_kcal_mol": 4.37, "gap_ev": 8.12, "multiplicity": 1, "charge": 0}